(1)
Here is 7 unconnected molecules or ions with the total composition C38H82FNO27P3S2 at a distorted geometry from the OMol25 dataset. Energies are from ωB97M-V with the def2-TZVPD basis set.

Values from the calculation:
max |F|: 7.490 eV Å⁻¹
total energy: -5503.303890 Ha
total charge: -1

Element x y z (Å)
1 C -4.297 -6.216 -1.961
2 C -3.958 -5.350 -3.349
3 O -3.044 -6.129 -4.202
4 C -2.363 -5.243 -5.200
5 C -0.816 -5.780 -5.300
6 C 0.298 -4.623 -5.640
7 C 0.168 -3.251 -4.750
8 C 1.533 -2.874 -3.886
9 C 1.065 -2.328 -2.376
10 C 0.213 -0.944 -2.590
11 C 1.076 0.285 -3.290
12 C 0.310 1.761 -3.111
13 C 1.454 2.841 -2.650
14 C 0.906 4.101 -1.757
15 C -0.169 3.711 -0.583
16 C -0.246 4.766 0.670
17 O 0.946 4.520 1.512
18 C 0.480 3.566 2.542
19 O 2.189 -1.842 -1.509
20 P 1.871 -2.076 0.222
21 F 1.462 -2.430 1.917
22 C 3.604 -2.818 0.528
23 C 4.282 -2.432 1.970
24 C 5.904 -2.132 1.900
25 S 6.358 -0.319 2.144
26 O 6.435 0.360 0.731
27 O 7.752 -0.107 2.824
28 O 5.232 0.563 3.088
29 P 2.390 0.037 0.553
30 N 1.434 0.539 1.798
31 O 1.021 -3.607 -0.059
32 C 0.422 -3.537 -1.434
33 S 0.735 -5.336 -1.998
34 P -1.460 -3.576 -1.119
35 O -2.106 -2.031 -0.643
36 O -1.705 -4.634 0.242
37 H -3.339 -6.713 -1.498
38 H -5.082 -7.064 -2.147
39 H -4.762 -5.519 -1.112
40 H -3.552 -4.302 -3.017
41 H -4.994 -5.298 -3.928
42 H -2.962 -5.421 -6.217
43 H -2.481 -4.104 -4.955
44 H -0.522 -6.440 -4.353
45 H -0.791 -6.546 -6.214
46 H 1.361 -5.093 -5.368
47 H 0.356 -4.338 -6.781
48 H -0.052 -2.366 -5.518
49 H -0.716 -3.254 -3.971
50 H 2.069 -2.014 -4.517
51 H 2.312 -3.752 -3.829
52 H -0.756 -1.072 -3.273
53 H -0.203 -0.488 -1.569
54 H 2.192 0.344 -2.942
55 H 1.102 0.031 -4.454
56 H -0.543 1.572 -2.332
57 H -0.238 2.085 -4.120
58 H 2.386 2.355 -2.093
59 H 1.913 3.314 -3.645
60 H 1.862 4.568 -1.219
61 H 0.525 4.955 -2.494
62 H -1.216 3.543 -1.130
63 H 0.136 2.643 -0.159
64 H -0.325 5.896 0.351
65 H -1.223 4.508 1.293
66 H -0.108 4.061 3.425
67 H 1.415 3.001 3.023
68 H -0.153 2.700 2.019
69 H 0.505 -1.544 0.201
70 H 3.466 -4.003 0.531
71 H 4.394 -2.595 -0.317
72 H 3.781 -1.538 2.535
73 H 4.151 -3.382 2.675
74 H 6.405 -2.712 2.814
75 H 6.404 -2.469 0.885
76 H 4.863 -0.022 3.836
77 H 3.810 0.215 0.878
78 H 2.028 0.786 -0.623
79 H 2.051 0.886 2.568
80 H 0.545 -6.220 -0.912
81 H -1.672 -1.663 0.181
82 H -1.227 -4.306 1.072
83 C -4.684 0.951 1.608
84 O -5.755 1.839 1.294
85 C -5.374 3.127 1.104
86 O -4.233 3.557 1.180
87 O -6.482 3.855 0.814
88 C -6.231 5.241 0.588
89 H -5.103 -0.051 1.739
90 H -3.958 0.916 0.790
91 H -4.200 1.246 2.545
92 H -5.567 5.378 -0.271
93 H -5.808 5.708 1.484
94 H -7.186 5.725 0.366
95 C -1.705 10.531 -2.521
96 O -0.324 10.176 -2.558
97 C 0.119 9.536 -1.447
98 O -0.552 9.257 -0.465
99 O 1.436 9.260 -1.616
100 C 2.040 8.582 -0.516
101 H -1.949 11.036 -3.459
102 H -2.331 9.637 -2.438
103 H -1.904 11.222 -1.695
104 H 1.564 7.610 -0.354
105 H 1.991 9.195 0.389
106 H 3.093 8.413 -0.760
107 C -0.446 -7.231 1.959
108 O -0.430 -8.261 0.973
109 C -1.069 -9.399 1.343
110 O -1.629 -9.592 2.411
111 O -0.977 -10.285 0.320
112 C -1.609 -11.539 0.570
113 H 0.093 -6.369 1.557
114 H -1.473 -6.923 2.179
115 H 0.064 -7.561 2.870
116 H -2.683 -11.403 0.734
117 H -1.146 -12.041 1.425
118 H -1.474 -12.168 -0.314
119 C -7.721 10.401 4.677
120 O -7.705 9.371 3.691
121 C -8.344 8.233 4.061
122 O -8.904 8.039 5.129
123 O -8.252 7.346 3.037
124 C -8.884 6.093 3.288
125 H -7.182 11.263 4.275
126 H -8.748 10.708 4.897
127 H -7.211 10.070 5.588
128 H -9.958 6.228 3.452
129 H -8.421 5.590 4.143
130 H -8.748 5.463 2.404
131 C 1.242 -0.716 8.208
132 O 2.435 -1.410 8.570
133 C 3.402 -1.392 7.618
134 O 3.324 -0.850 6.527
135 O 4.470 -2.083 8.091
136 C 5.572 -2.148 7.189
137 H 0.539 -0.795 9.042
138 H 1.451 0.344 8.033
139 H 0.783 -1.173 7.326
140 H 5.954 -1.145 6.972
141 H 5.286 -2.662 6.266
142 H 6.369 -2.722 7.669
143 C 6.192 -0.233 -2.026
144 O 6.669 -1.119 -3.037
145 C 6.047 -0.986 -4.235
146 O 5.150 -0.198 -4.494
147 O 6.594 -1.881 -5.096
148 C 6.033 -1.854 -6.406
149 H 6.760 -0.426 -1.112
150 H 6.355 0.810 -2.318
151 H 5.133 -0.418 -1.820
152 H 6.189 -0.876 -6.874
153 H 4.967 -2.104 -6.375
154 H 6.545 -2.609 -7.009

Forces on atoms 1 to 6 (eV/Å):
0.02 0.12 0.28
-1.49 -1.13 1.03
0.08 2.87 0.26
-0.33 -0.97 -0.49
-0.08 -0.61 -1.21
0.88 -0.27 0.83



(2)
Here is 6 unconnected molecules or ions with the total composition C38H89NO11 from the OMol25 dataset. Energies are from ωB97M-V with the def2-TZVPD basis set.

Values from the calculation:
max |F|: 0.650 eV Å⁻¹
total energy: -2383.378553 Ha
SMILES: CCCCCCCCCCCCCCCCOCCN.COCCOC.COCCOC.COCCOC.COCCOC.COCCOC

Element x y z (Å)
1 C 3.431 1.196 4.195
2 C 1.935 0.902 4.051
3 C 1.323 1.364 2.711
4 C -0.136 1.826 2.854
5 C -1.056 1.505 1.666
6 C -0.445 1.694 0.278
7 C -1.361 1.149 -0.840
8 C -0.784 -0.085 -1.553
9 C -1.133 -1.409 -0.840
10 C -0.032 -1.871 0.129
11 C -0.536 -2.671 1.341
12 C 0.066 -2.183 2.685
13 C 0.345 -3.288 3.717
14 C -0.624 -3.371 4.900
15 C -0.524 -2.196 5.887
16 C -1.452 -1.020 5.607
17 O -2.443 -0.962 6.625
18 C -3.516 -0.118 6.275
19 C -4.413 0.154 7.516
20 N -4.074 -0.565 8.728
21 H 4.053 0.414 3.762
22 H 3.676 2.161 3.752
23 H 3.694 1.255 5.252
24 H 1.766 -0.172 4.145
25 H 1.408 1.384 4.876
26 H 1.934 2.195 2.355
27 H 1.395 0.548 1.995
28 H -0.550 1.329 3.736
29 H -0.166 2.893 3.076
30 H -1.925 2.168 1.719
31 H -1.448 0.491 1.778
32 H -0.281 2.762 0.113
33 H 0.530 1.219 0.214
34 H -2.331 0.884 -0.416
35 H -1.563 1.929 -1.576
36 H -1.091 -0.116 -2.599
37 H 0.304 0.018 -1.572
38 H -2.066 -1.278 -0.288
39 H -1.327 -2.173 -1.595
40 H 0.668 -2.501 -0.424
41 H 0.521 -0.991 0.458
42 H -1.621 -2.584 1.406
43 H -0.286 -3.725 1.235
44 H 0.996 -1.648 2.481
45 H -0.615 -1.438 3.095
46 H 0.370 -4.253 3.206
47 H 1.349 -3.149 4.127
48 H -1.656 -3.448 4.550
49 H -0.392 -4.287 5.445
50 H -0.782 -2.559 6.882
51 H 0.515 -1.862 5.945
52 H -1.953 -1.139 4.641
53 H -0.914 -0.067 5.593
54 H -4.104 -0.577 5.473
55 H -3.117 0.829 5.890
56 H -4.374 1.219 7.736
57 H -5.441 -0.083 7.246
58 H -3.986 -1.553 8.548
59 H -3.194 -0.236 9.092
60 C 0.603 -0.307 -5.837
61 O -0.777 -0.424 -5.539
62 C -1.562 0.632 -6.067
63 C -2.291 0.218 -7.325
64 O -1.396 -0.058 -8.388
65 C -1.169 -1.441 -8.592
66 H 1.076 -1.249 -5.562
67 H 0.771 -0.121 -6.900
68 H 1.059 0.499 -5.252
69 H -0.939 1.508 -6.269
70 H -2.298 0.908 -5.305
71 H -2.941 1.040 -7.644
72 H -2.923 -0.652 -7.120
73 H -2.055 -1.918 -9.027
74 H -0.905 -1.950 -7.662
75 H -0.343 -1.536 -9.295
76 C -2.320 -1.615 -12.633
77 O -3.148 -2.489 -11.888
78 C -4.237 -1.837 -11.258
79 C -5.532 -2.038 -12.013
80 O -5.503 -1.417 -13.286
81 C -5.256 -2.316 -14.350
82 H -1.636 -2.231 -13.214
83 H -2.905 -0.991 -13.314
84 H -1.737 -0.970 -11.967
85 H -4.030 -0.768 -11.148
86 H -4.340 -2.266 -10.256
87 H -6.348 -1.584 -11.442
88 H -5.743 -3.107 -12.112
89 H -6.124 -2.961 -14.524
90 H -4.379 -2.939 -14.156
91 H -5.078 -1.721 -15.244
92 C 4.507 -6.997 -2.521
93 O 3.906 -5.982 -3.304
94 C 2.491 -5.960 -3.217
95 C 2.000 -4.875 -2.285
96 O 2.383 -5.117 -0.941
97 C 3.493 -4.341 -0.528
98 H 5.579 -6.810 -2.514
99 H 4.136 -6.985 -1.493
100 H 4.324 -7.985 -2.958
101 H 2.112 -6.932 -2.887
102 H 2.101 -5.767 -4.221
103 H 0.906 -4.851 -2.317
104 H 2.369 -3.900 -2.620
105 H 3.203 -3.293 -0.399
106 H 4.316 -4.401 -1.245
107 H 3.831 -4.730 0.431
108 C -0.401 7.579 2.988
109 O 0.272 6.723 2.083
110 C -0.459 5.553 1.759
111 C -1.135 5.663 0.411
112 O -2.141 6.661 0.402
113 C -1.730 7.874 -0.200
114 H 0.154 8.515 3.024
115 H -1.424 7.783 2.664
116 H -0.422 7.144 3.993
117 H -1.204 5.339 2.533
118 H 0.250 4.720 1.730
119 H -1.617 4.707 0.178
120 H -0.388 5.863 -0.364
121 H -1.633 7.757 -1.285
122 H -0.779 8.225 0.210
123 H -2.500 8.616 0.004
124 C 6.152 3.341 10.424
125 O 6.634 2.452 9.435
126 C 5.768 1.357 9.185
127 C 4.949 1.560 7.931
128 O 4.040 2.641 8.059
129 C 4.478 3.827 7.422
130 H 6.788 4.225 10.405
131 H 5.119 3.641 10.228
132 H 6.211 2.887 11.419
133 H 5.104 1.190 10.040
134 H 6.391 0.466 9.060
135 H 4.359 0.657 7.746
136 H 5.608 1.715 7.071
137 H 4.431 3.724 6.332
138 H 5.499 4.087 7.713
139 H 3.807 4.628 7.727

Forces on atoms 1 to 6 (eV/Å):
-0.20 -0.12 0.34
0.01 0.09 -0.25
0.11 0.16 0.57
-0.02 -0.43 -0.02
0.11 0.33 0.09
-0.44 0.10 -0.04



(3)
Here is 9 unconnected molecules or ions with the total composition C38H90BN6O20 at a distorted geometry from the OMol25 dataset. Energies are from ωB97M-V with the def2-TZVPD basis set.

Values from the calculation:
max |F|: 2.348 eV Å⁻¹
total energy: -3360.028160 Ha
total charge: -1

Element x y z (Å)
1 O 2.899 -1.689 -0.192
2 C 1.743 -1.508 -0.436
3 O 1.168 -0.351 -0.650
4 B -0.278 -0.519 -0.930
5 O -0.458 -1.971 -0.924
6 C 0.654 -2.592 -0.582
7 O 0.676 -3.749 -0.261
8 O -0.664 0.066 -2.276
9 C -1.798 0.744 -2.140
10 O -2.460 1.258 -2.986
11 C -2.100 0.775 -0.635
12 O -1.192 0.097 0.020
13 O -3.037 1.325 -0.110
14 C -6.150 -1.810 3.498
15 O -5.206 -0.758 3.691
16 C -5.227 0.171 2.587
17 C -4.039 1.117 2.667
18 N -3.749 1.739 3.997
19 C -2.895 2.905 3.762
20 C -1.489 2.758 3.143
21 O -0.671 1.911 3.931
22 C 0.667 1.944 3.482
23 H -7.135 -1.377 3.303
24 H -6.057 -2.333 4.447
25 H -5.917 -2.480 2.664
26 H -6.129 0.782 2.675
27 H -5.211 -0.459 1.697
28 H -4.242 1.961 2.003
29 H -3.096 0.717 2.289
30 H -3.194 0.993 4.411
31 H -2.658 3.335 4.741
32 H -3.509 3.639 3.242
33 H -1.102 3.780 3.279
34 H -1.459 2.524 2.075
35 H 1.131 1.068 3.944
36 H 1.161 2.799 3.967
37 H 0.836 1.940 2.402
38 C 1.548 4.801 -0.645
39 O 2.663 4.021 -1.052
40 C 2.352 2.654 -1.178
41 C 3.527 1.951 -1.837
42 N 3.733 2.175 -3.252
43 C 4.995 1.687 -3.751
44 C 5.029 0.160 -3.923
45 O 6.352 -0.115 -4.364
46 C 6.464 -0.569 -5.693
47 H 1.899 5.804 -0.416
48 H 0.995 4.399 0.207
49 H 0.890 4.841 -1.521
50 H 1.465 2.505 -1.813
51 H 2.188 2.175 -0.207
52 H 3.362 0.891 -1.603
53 H 4.382 2.168 -1.173
54 H 3.545 3.158 -3.400
55 H 5.882 2.019 -3.197
56 H 5.067 2.143 -4.744
57 H 4.321 -0.099 -4.722
58 H 4.694 -0.482 -3.107
59 H 5.852 -1.482 -5.750
60 H 7.465 -0.944 -5.899
61 H 6.111 0.161 -6.426
62 C -2.671 -7.439 4.598
63 O -2.340 -6.058 4.685
64 C -2.904 -5.301 3.676
65 C -3.073 -3.827 4.090
66 N -1.760 -3.150 4.215
67 C -1.386 -2.615 2.903
68 C -0.193 -1.658 3.076
69 O 0.828 -2.334 3.791
70 C 2.108 -1.951 3.347
71 H -2.263 -7.784 3.644
72 H -3.761 -7.508 4.662
73 H -2.272 -8.045 5.407
74 H -3.868 -5.685 3.307
75 H -2.248 -5.318 2.789
76 H -3.582 -3.802 5.055
77 H -3.588 -3.191 3.363
78 H -1.967 -2.318 4.765
79 H -2.177 -2.021 2.430
80 H -0.951 -3.369 2.245
81 H -0.528 -0.760 3.612
82 H 0.162 -1.294 2.107
83 H 2.215 -2.209 2.287
84 H 2.910 -2.384 3.944
85 H 2.190 -0.860 3.464
86 C -3.838 3.836 -6.871
87 O -4.481 4.075 -5.655
88 C -4.033 3.222 -4.594
89 C -4.489 3.881 -3.235
90 N -5.776 4.572 -3.392
91 C -6.881 3.640 -3.185
92 C -8.291 4.247 -3.188
93 O -8.656 4.830 -4.415
94 C -8.315 6.209 -4.444
95 H -4.353 4.374 -7.675
96 H -3.734 2.779 -7.119
97 H -2.875 4.370 -6.918
98 H -2.968 3.076 -4.776
99 H -4.568 2.269 -4.635
100 H -3.669 4.413 -2.750
101 H -4.589 3.011 -2.580
102 H -5.832 4.753 -4.389
103 H -6.791 3.058 -2.263
104 H -6.894 2.851 -3.953
105 H -8.406 4.931 -2.340
106 H -8.927 3.395 -2.937
107 H -8.269 6.609 -5.455
108 H -7.354 6.364 -3.950
109 H -9.074 6.786 -3.903
110 C -3.475 -2.796 -3.554
111 O -3.553 -1.999 -2.393
112 H -4.006 -2.269 -4.351
113 H -2.437 -2.930 -3.887
114 H -3.787 -3.817 -3.332
115 H -2.780 -1.447 -2.276
116 C 1.181 1.398 -4.955
117 O 0.522 0.814 -6.070
118 H 1.119 0.798 -4.052
119 H 2.249 1.488 -5.169
120 H 0.780 2.403 -4.788
121 H 0.695 1.344 -6.849
122 C 6.514 2.977 4.477
123 C 5.006 2.630 4.631
124 C 4.705 1.287 4.017
125 O 4.963 1.427 2.647
126 C 4.463 0.393 1.826
127 N 4.677 2.634 6.086
128 H 6.904 3.776 5.110
129 H 6.644 3.406 3.476
130 H 7.189 2.120 4.500
131 H 4.477 3.417 4.096
132 H 3.669 0.986 4.235
133 H 5.310 0.449 4.404
134 H 5.164 0.057 1.070
135 H 3.448 0.538 1.441
136 H 4.256 -0.485 2.456
137 H 5.057 3.524 6.414
138 H 5.405 2.063 6.525
139 C 5.161 -4.113 1.402
140 C 4.716 -5.245 0.479
141 C 5.235 -6.591 0.946
142 O 5.099 -7.579 -0.086
143 C 5.841 -7.336 -1.270
144 N 3.263 -5.293 0.239
145 H 4.674 -4.341 2.358
146 H 4.817 -3.140 1.048
147 H 6.248 -4.053 1.474
148 H 5.154 -4.969 -0.486
149 H 4.791 -6.961 1.870
150 H 6.324 -6.606 1.110
151 H 5.159 -6.787 -1.920
152 H 6.020 -8.317 -1.714
153 H 6.824 -6.898 -1.081
154 H 3.117 -4.466 -0.344
155 H 2.780 -4.935 1.069

Forces on atoms 1 to 6 (eV/Å):
0.38 -0.08 0.14
0.08 -0.50 -0.43
-0.47 0.96 0.08
0.28 -0.34 -0.95
-0.30 0.23 -0.43
-1.08 -0.65 1.06